# 1
C37H53N4O2P2Pt | the ωB97M-V functional and the def2-TZVPD basis

The geometry in XYZ format:
```
99
Properties=species:S:1:pos:R:3:forces:R:3:mulliken_charge:R:1
C 0.841 2.304 2.180 -0.4 0.2 0.1 -0.102
C 0.026 2.888 0.056 -0.2 -0.1 0.0 -0.897
C 1.036 3.649 2.513 0.1 -0.6 -0.3 -1.003
C 0.281 4.236 0.290 0.0 -0.1 0.0 -0.533
C 0.781 4.613 1.540 -0.3 -0.1 0.0 -1.195
H 1.396 3.872 3.513 0.2 0.2 -0.3 0.619
H 0.059 4.958 -0.501 0.2 -0.2 0.4 0.635
H 0.975 5.661 1.752 -0.1 -0.1 0.0 0.445
N 0.236 1.992 1.028 0.7 -0.2 -0.1 0.777
P 1.550 -0.431 2.096 1.5 0.0 0.4 -0.709
P -1.712 0.926 -1.144 -0.2 0.7 -1.1 -1.411
C 1.309 1.159 3.057 -0.5 0.0 0.4 -1.468
H 2.215 1.467 3.607 -0.4 -0.1 -0.3 0.784
H 0.549 0.955 3.833 0.1 0.0 -0.2 0.513
C -0.347 2.275 -1.274 -0.4 -0.3 0.0 -1.298
H -0.623 3.040 -2.006 0.1 -0.1 0.1 1.812
C -1.876 0.372 -2.970 0.0 0.4 -0.2 2.620
C -3.278 1.828 -0.596 0.2 0.1 -0.5 2.551
C 3.292 -0.184 1.419 0.3 -0.1 0.4 1.979
C 1.567 -1.819 3.412 0.3 0.4 0.1 2.734
C -1.040 -0.901 -3.192 0.3 -0.1 0.1 -1.317
H -1.507 -1.779 -2.732 0.1 0.1 -0.2 0.241
H -0.943 -1.072 -4.276 -0.1 0.0 0.3 0.559
H -0.029 -0.802 -2.777 -0.3 -0.1 -0.2 0.053
C -3.341 0.061 -3.313 0.0 0.0 -0.2 -1.623
H -3.779 -0.708 -2.664 0.0 0.2 -0.2 0.132
H -3.969 0.959 -3.287 0.1 -0.3 0.0 0.295
H -3.365 -0.326 -4.343 0.0 0.1 0.3 0.545
C -1.375 1.426 -3.980 0.1 0.0 -0.3 -1.535
H -1.656 1.063 -4.985 0.2 0.2 0.3 0.639
H -1.831 2.418 -3.863 0.2 -0.3 -0.1 0.130
H -0.280 1.533 -3.965 -0.4 0.0 0.0 0.273
C -4.415 0.801 -0.367 -0.2 0.0 0.1 -1.423
H -4.058 -0.184 -0.024 -0.1 0.4 -0.1 0.090
H -5.083 1.187 0.419 0.1 -0.1 -0.2 0.516
H -5.027 0.658 -1.266 0.2 -0.1 0.2 0.371
C -3.054 2.568 0.733 0.1 0.0 0.1 -1.931
H -2.694 1.898 1.526 -0.1 0.3 -0.1 0.193
H -2.363 3.414 0.617 -0.2 -0.3 0.1 0.419
H -4.028 2.978 1.050 0.4 -0.1 -0.1 0.712
C -3.645 2.865 -1.688 -0.4 0.5 0.2 -1.586
H -2.924 2.951 -2.511 -0.3 -0.1 0.4 0.235
H -4.629 2.640 -2.118 0.2 0.2 0.0 0.424
H -3.709 3.864 -1.234 -0.1 -0.2 -0.1 0.353
C 2.065 -3.135 2.768 -0.3 -0.3 0.0 -2.307
H 1.450 -3.975 3.123 0.2 0.2 0.0 0.487
H 1.960 -3.142 1.674 0.1 0.0 0.3 0.550
H 3.103 -3.366 3.040 -0.2 0.2 -0.3 0.352
C 0.134 -2.055 3.909 -0.1 0.0 -0.1 -1.938
H -0.299 -1.158 4.368 0.0 -0.1 -0.1 0.301
H -0.526 -2.415 3.112 0.1 0.2 0.2 0.267
H 0.182 -2.841 4.680 -0.1 0.3 -0.3 0.732
C 2.417 -1.440 4.650 -0.1 -0.1 0.4 -1.712
H 1.959 -1.908 5.535 0.2 0.1 -0.2 0.499
H 3.442 -1.825 4.587 -0.3 0.2 0.0 0.471
H 2.450 -0.357 4.856 0.0 -0.5 -0.1 0.194
C 3.421 1.047 0.494 -0.1 0.2 -0.4 -1.749
H 4.433 1.481 0.592 -0.4 -0.2 0.1 0.512
H 3.284 0.754 -0.561 0.0 0.2 0.6 0.274
H 2.691 1.838 0.707 0.3 -0.1 -0.1 0.224
C 3.688 -1.417 0.598 0.1 -0.2 -0.1 -1.865
H 2.958 -1.596 -0.210 0.3 0.1 0.2 0.242
H 4.676 -1.236 0.149 -0.3 0.0 0.0 0.490
H 3.771 -2.320 1.210 0.1 0.3 -0.2 0.360
C 4.262 0.009 2.596 0.4 -0.3 -0.1 -1.509
H 3.978 0.858 3.228 0.2 -0.2 -0.1 0.320
H 4.339 -0.890 3.215 0.1 0.3 -0.2 0.230
H 5.263 0.215 2.191 -0.2 0.0 0.1 0.534
Pt -0.152 -0.158 0.435 1.5 0.7 -0.6 3.319
C -1.542 -0.477 1.598 -4.5 -1.1 3.5 0.179
O -2.463 -0.641 2.288 2.1 0.5 -1.4 -0.647
N 1.134 0.293 -1.162 -0.5 1.2 -1.0 -0.767
C 0.896 1.430 -1.713 0.4 -1.1 0.8 1.249
C 1.842 1.998 -2.729 0.1 0.1 0.1 -0.376
C 2.682 1.100 -3.406 -0.1 0.2 -0.2 -0.300
C 1.924 3.378 -2.989 -0.1 -0.6 0.0 -0.148
C 3.507 1.567 -4.433 -0.1 0.1 0.2 -0.795
H 2.657 0.042 -3.111 -0.1 0.5 -0.3 0.335
C 2.788 3.843 -3.977 0.1 -0.1 0.0 -0.753
H 1.318 4.067 -2.395 0.2 -0.1 -0.4 0.285
C 3.563 2.939 -4.715 -0.2 0.0 0.2 -0.555
H 4.107 0.859 -5.009 -0.1 0.3 0.2 0.410
H 2.850 4.918 -4.163 0.1 -0.4 0.0 0.425
H 4.223 3.313 -5.497 -0.2 -0.1 0.2 0.384
N -2.172 -7.138 1.436 0.0 0.2 0.2 -0.385
C -1.461 -5.973 1.575 0.5 -0.5 0.5 0.229
O -0.484 -5.865 2.313 -0.9 -0.1 -0.8 -0.590
C -1.915 -4.837 0.719 0.0 1.1 -0.4 0.236
C -3.007 -4.883 -0.157 0.3 -0.1 0.1 -0.580
C -3.393 -3.738 -0.848 0.2 0.6 0.3 -1.770
C -2.667 -2.559 -0.646 -0.1 -1.0 -0.1 -0.112
N -1.559 -2.546 0.093 0.0 0.0 0.0 0.262
C -1.201 -3.624 0.781 -0.2 -0.5 -0.1 -0.248
H -1.930 -7.891 2.056 0.2 0.0 0.1 0.269
H -3.125 -7.166 1.097 0.4 0.2 0.0 0.177
H -3.536 -5.825 -0.303 0.0 0.4 -0.1 0.340
H -4.245 -3.710 -1.515 0.0 -0.2 0.1 0.536
H -2.960 -1.616 -1.104 0.1 -0.3 0.1 0.317
H -0.313 -3.500 1.405 -0.3 -0.4 -0.2 0.498
```
Forces are in eV/Å.

Values from the calculation:
F_max: 0.113 hartree/bohr
Highest occupied orbital energy (alpha / beta): -0.27733 / -0.38244 hartree
Orbital gap (alpha / beta): 5.2 / 7.0 eV
2S+1: 3
Total charge: +1
Energy: -71102.9242 eV

---

# 2
C37H54ClN7O3Sn | the ωB97M-V functional and the def2-TZVPD basis

The geometry in XYZ format:
```
103
Properties=species:S:1:pos:R:3:forces:R:3:mulliken_charge:R:1
Sn -0.728 -0.919 0.501 0.2 -1.2 -0.5 0.927
N 1.429 -0.878 -0.105 -0.4 1.0 -0.4 0.195
C 2.125 -2.137 -0.206 -0.2 0.0 0.5 0.144
C 3.602 -1.840 -0.546 -0.1 -0.3 0.0 0.146
C 4.509 -3.011 -0.984 0.0 0.0 0.0 -1.210
C 5.689 -3.292 -0.049 0.0 0.1 -0.1 -0.975
N 5.182 -3.484 1.294 -0.7 -0.4 0.2 -0.130
C 5.560 -2.868 2.384 0.1 0.1 0.1 0.821
N 6.774 -2.297 2.508 -0.1 0.0 -0.1 -0.409
N 4.700 -2.822 3.410 -0.1 -0.1 -0.1 -0.388
C 1.770 -2.982 1.058 0.5 0.1 0.1 0.163
O 2.606 -3.772 1.608 0.3 0.1 -0.2 -1.065
O 0.630 -2.792 1.501 -0.3 0.2 0.2 -0.508
H 0.520 0.928 -1.387 -1.6 -1.6 1.3 0.215
H 1.977 -0.191 0.407 0.0 -0.1 0.1 -0.496
H 1.676 -2.661 -1.063 0.1 -0.2 0.1 0.158
H 4.062 -1.289 0.282 0.0 0.0 0.0 0.243
H 3.539 -1.146 -1.381 0.1 0.2 0.1 -0.043
H 4.941 -2.800 -1.964 -0.1 0.0 0.0 0.402
H 3.914 -3.921 -1.096 0.0 0.0 0.1 0.461
H 6.389 -2.451 -0.070 0.0 0.0 0.0 0.497
H 6.224 -4.184 -0.383 0.0 0.0 0.0 0.274
H 4.150 -3.797 1.337 0.2 0.3 -0.1 0.423
H 7.458 -2.401 1.782 0.0 0.0 0.0 0.214
H 7.034 -1.807 3.343 0.0 0.0 0.0 0.189
H 3.744 -3.125 3.217 0.0 0.1 0.0 0.296
H 4.917 -2.338 4.260 0.0 0.0 0.0 0.179
C 1.907 2.012 2.067 0.0 0.0 0.0 -1.248
C 2.178 3.183 1.121 0.1 0.1 0.1 0.570
C 1.000 4.164 1.118 0.0 0.0 0.0 -1.171
C 2.613 2.763 -0.276 -0.3 0.0 0.3 1.014
C 3.871 3.153 -0.735 -0.1 0.0 0.1 -1.069
C 4.296 2.816 -2.002 -0.1 -0.1 -0.1 -1.524
C 3.464 2.061 -2.813 0.2 -0.1 -0.3 -0.555
C 2.215 1.624 -2.404 -0.2 0.3 0.6 0.192
C 1.370 0.815 -3.385 -0.1 0.2 0.1 1.246
C 0.925 1.699 -4.555 0.0 -0.1 0.0 -1.701
C 2.090 -0.429 -3.900 -0.1 0.0 -0.1 -1.437
C 1.784 2.020 -1.111 -0.4 0.6 0.4 -0.489
N 0.369 1.636 -0.650 2.4 0.6 -2.8 0.696
C -0.557 2.475 -1.337 0.0 0.4 0.3 -0.577
C -1.918 2.356 -1.092 0.1 -0.1 0.0 -0.879
N -2.357 1.473 -0.231 -0.2 0.4 -0.4 1.008
C -3.759 1.536 -0.003 0.1 0.0 0.2 -0.760
C -4.237 2.500 0.894 0.0 0.0 0.0 0.693
C -5.609 2.613 1.082 0.0 0.0 0.0 -0.415
C -6.491 1.777 0.417 0.0 0.0 0.0 -1.664
C -5.995 0.807 -0.437 0.0 -0.1 0.1 -0.322
C -4.629 0.663 -0.656 0.0 0.0 -0.1 0.792
C -4.127 -0.423 -1.583 0.0 -0.1 -0.2 1.411
C -4.420 -1.805 -1.000 -0.1 0.0 0.0 -1.418
C -4.715 -0.289 -2.991 0.0 0.0 0.0 -1.769
C -3.292 3.393 1.675 0.0 0.1 0.1 1.132
C -3.400 4.855 1.237 0.0 0.0 0.0 -1.545
C -3.520 3.258 3.183 0.0 0.0 0.0 -1.572
H 1.789 2.383 3.087 0.0 0.0 0.0 0.561
H 2.730 1.294 2.063 0.0 0.0 0.0 0.215
H 0.991 1.488 1.797 0.0 0.0 0.0 0.000
H 3.033 3.724 1.540 0.0 0.0 -0.1 0.626
H 0.065 3.662 0.871 0.0 0.0 0.0 -0.068
H 1.158 4.971 0.401 0.0 0.0 0.0 0.318
H 0.886 4.608 2.109 0.0 0.0 0.0 0.528
H 4.504 3.745 -0.084 0.0 0.0 0.0 0.423
H 5.262 3.135 -2.369 0.0 0.0 0.0 0.390
H 3.793 1.808 -3.815 0.1 0.0 0.0 0.342
H 0.456 0.455 -2.898 0.1 0.0 -0.1 0.286
H 1.789 2.023 -5.139 0.0 0.0 0.0 0.335
H 0.397 2.588 -4.211 0.0 0.0 0.0 0.314
H 0.258 1.141 -5.215 0.0 0.0 0.0 0.464
H 2.956 -0.164 -4.510 0.0 0.0 0.0 0.327
H 1.407 -1.002 -4.531 0.0 0.0 0.0 0.477
H 2.415 -1.071 -3.087 0.0 0.0 0.1 0.114
H -0.191 3.190 -2.065 0.0 0.1 0.1 0.461
H -2.597 3.018 -1.633 0.0 0.0 0.0 0.562
H -5.992 3.363 1.763 0.0 0.0 0.0 0.352
H -7.558 1.872 0.573 0.0 0.0 0.0 0.361
H -6.683 0.137 -0.940 0.0 0.0 0.0 0.359
H -3.044 -0.321 -1.683 0.0 0.0 0.1 -0.345
H -5.500 -1.968 -0.935 0.0 0.0 0.0 0.332
H -3.988 -1.893 -0.003 0.1 0.0 0.0 0.254
H -4.019 -2.587 -1.652 0.1 0.0 0.0 0.383
H -5.792 -0.473 -2.994 0.0 0.0 0.0 0.304
H -4.254 -1.017 -3.663 0.0 0.0 0.0 0.471
H -4.545 0.708 -3.402 0.0 0.0 0.0 0.379
H -2.269 3.065 1.487 0.0 -0.1 -0.1 -0.310
H -4.390 5.258 1.461 0.0 0.0 0.0 0.379
H -3.232 4.961 0.163 0.0 0.0 0.0 0.331
H -2.660 5.468 1.758 0.0 0.0 0.0 0.411
H -4.497 3.646 3.478 0.0 0.0 0.0 0.317
H -2.760 3.820 3.732 0.0 0.0 0.0 0.442
H -3.462 2.213 3.487 0.0 0.0 0.0 0.352
O -2.335 -0.805 1.469 0.6 0.3 0.6 -0.814
Cl -2.280 -5.477 4.918 0.0 0.0 0.0 -0.248
C -2.375 -5.115 3.220 0.0 0.0 0.0 0.080
C -2.995 -5.996 2.353 0.0 0.0 0.0 -0.193
C -3.036 -5.653 1.012 0.0 0.0 0.0 -0.808
C -2.466 -4.451 0.617 0.1 -0.1 0.0 -0.319
N -1.865 -3.617 1.456 -0.3 -0.4 -0.3 0.229
C -1.818 -3.943 2.737 0.0 0.2 0.1 -0.455
H -3.426 -6.918 2.719 0.0 0.0 0.0 0.422
H -3.500 -6.306 0.286 0.0 0.0 0.0 0.382
H -2.481 -4.152 -0.425 0.0 0.0 0.0 0.476
H -1.326 -3.246 3.405 0.0 0.0 0.0 0.440
```
Forces are in eV/Å.

Values from the calculation:
F_max: 0.073 hartree/bohr
Highest occupied orbital energy (alpha / beta): -0.27592 / -0.22492 hartree
Orbital gap (alpha / beta): 7.3 / 5.7 eV
2S+1: 1
Total charge: 0
Energy: -74169.0835 eV
ΔE to the lowest compared entry with this formula, charge and spin: 24.10 kcal/mol